No. 1
DFT (ωB97M-V with the def2-TZVPD basis set) results for one molecule with the formula C3H8FN2O3PS2 at a distorted geometry.

Calculated values
SMILES: CN(SNCC(=O)F)P(O)(O)=S
Lowest unoccupied orbital energy, Eh: 0.015
HOMO-LUMO gap, eV: 9.37
HOMO, eV: -8.95

Element x y z (Å)
C  1.142  1.568  -0.218
N  0.028  0.614  -0.385
S  0.283  -1.136  0.153
N  -1.191  -1.135  0.892
C  -1.378  -1.008  2.289
C  -1.460  -2.310  2.965
O  -1.443  -3.423  2.519
F  -1.723  -2.116  4.256
P  -0.539  0.798  -1.963
O  -0.952  2.320  -1.944
O  -2.050  0.204  -1.904
S  0.460  0.306  -3.630
H  1.694  1.765  -1.094
H  0.634  2.444  0.054
H  1.843  1.150  0.615
H  -1.930  -1.736  0.472
H  -0.796  -0.272  2.739
H  -2.441  -0.522  2.363
H  -0.254  2.969  -2.241
H  -2.374  0.266  -2.887

No. 2
DFT (ωB97M-V with the def2-TZVPD basis set) results for one molecule with the formula C23H31N3O.

Calculated values
SMILES: Cc1ccc(NC(=O)CNc2ccccc2CN(C)C2CCCCC2)cc1
Lowest unoccupied orbital energy, Eh: 0.027
HOMO-LUMO gap, eV: 8.56
HOMO, eV: -7.84

Element x y z (Å)
C  -6.793  0.297  -1.039
C  -5.424  -0.120  -0.596
C  -4.603  -0.874  -1.426
C  -3.351  -1.278  -1.008
C  -2.887  -0.938  0.261
N  -1.606  -1.364  0.622
C  -0.904  -1.116  1.758
O  -1.329  -0.554  2.742
C  0.529  -1.639  1.674
N  1.051  -1.475  0.334
C  2.409  -1.520  0.085
C  3.296  -2.210  0.912
C  4.642  -2.276  0.609
C  5.132  -1.652  -0.523
C  4.259  -0.962  -1.348
C  2.907  -0.880  -1.066
C  1.994  -0.172  -2.043
N  0.876  0.562  -1.447
C  -0.205  0.691  -2.407
C  1.190  1.861  -0.831
C  2.581  1.934  -0.200
C  2.820  3.317  0.403
C  1.779  3.632  1.471
C  0.380  3.536  0.875
C  0.154  2.157  0.265
C  -3.700  -0.183  1.099
C  -4.950  0.216  0.666
H  -6.851  0.353  -2.124
H  -7.057  1.266  -0.621
H  -7.533  -0.428  -0.698
H  -4.948  -1.147  -2.413
H  -2.724  -1.863  -1.667
H  -1.110  -1.880  -0.094
H  1.121  -1.108  2.433
H  0.517  -2.703  1.946
H  0.645  -0.684  -0.177
H  2.924  -2.702  1.797
H  5.310  -2.816  1.264
H  6.183  -1.699  -0.764
H  4.641  -0.473  -2.234
H  1.548  -0.948  -2.677
H  2.594  0.471  -2.706
H  0.086  1.278  -3.290
H  -1.063  1.172  -1.943
H  -0.515  -0.300  -2.739
H  1.129  2.652  -1.601
H  3.354  1.737  -0.943
H  2.669  1.179  0.583
H  3.822  3.352  0.834
H  2.769  4.071  -0.386
H  1.948  4.632  1.875
H  1.872  2.917  2.291
H  -0.370  3.718  1.646
H  0.260  4.300  0.102
H  0.241  1.400  1.047
H  -0.860  2.102  -0.133
H  -3.348  0.086  2.081
H  -5.573  0.802  1.327